No. 1
This record from the OMol25 dataset describes a 7-piece molecular cluster, C9H25N5O14 overall in a non-equilibrium geometry. The level of theory is wB97M-V/def2-TZVPD.

The value obtained for the energy above the lowest of the compared OMol25 structures with the same formula, charge and spin is 1.0 kcal/mol. The HOMO energy comes out at -10.82 eV. As for the maximum force: 2.01 eV/Å. The calculation puts the HOMO-LUMO gap at 10.17 eV. The total energy comes out at -1684.55008 Ha.

ORCA input file:
```
! RIJCOSX wB97M-V def2-TZVPD def2/J DEFGRID3
* xyz 0 1
C -3.349 -6.782 30.181
O -2.092 -6.393 30.751
H -3.340 -7.872 30.125
H -4.153 -6.371 30.797
H -3.480 -6.285 29.224
H -2.073 -6.641 31.678
C -1.824 -12.074 31.891
N -1.407 -13.021 32.956
O -2.226 -13.852 33.297
O -0.283 -12.926 33.400
H -1.871 -12.644 30.972
H -1.078 -11.286 31.823
H -2.748 -11.589 32.187
C -3.691 -9.532 27.388
N -3.962 -10.230 28.669
O -3.019 -10.538 29.371
O -5.131 -10.304 28.978
H -4.571 -9.101 26.940
H -3.314 -10.331 26.744
H -2.878 -8.819 27.490
C -5.863 -7.903 25.037
N -6.706 -6.902 24.337
O -6.746 -5.776 24.797
O -7.301 -7.279 23.355
H -5.295 -7.397 25.810
H -5.152 -8.284 24.308
H -6.496 -8.688 25.435
C 0.077 -9.854 29.337
N 1.426 -9.318 29.655
O 1.892 -9.624 30.732
O 1.958 -8.606 28.828
H 0.052 -10.918 29.531
H -0.173 -9.635 28.305
H -0.624 -9.291 29.952
C -5.115 -13.150 23.770
N -5.600 -11.949 24.500
O -4.774 -11.108 24.827
O -6.791 -11.854 24.683
H -4.050 -13.048 23.602
H -5.642 -13.147 22.821
H -5.328 -14.035 24.360
C -6.891 -8.297 31.211
O -8.085 -7.572 30.870
C -7.948 -6.704 29.876
O -6.964 -6.551 29.197
O -9.092 -6.043 29.738
C -9.116 -5.105 28.662
H -6.227 -7.614 31.733
H -6.422 -8.541 30.253
H -7.142 -9.244 31.669
H -10.013 -4.503 28.791
H -9.219 -5.630 27.712
H -8.239 -4.465 28.658
*
```

Results of the Löwdin charge analysis, in e, for atoms 1 through 5: -0.140 -0.129 0.059 0.073 0.083



No. 2
This record from the OMol25 dataset describes C9H26AgBrN4O3 as an isolated structure in a non-equilibrium geometry. The level of theory is wB97M-V/def2-TZVPD.

The value obtained for the energy above the lowest of the compared OMol25 structures with the same formula, charge and spin is 1.2 kcal/mol. The HOMO energy comes out at -6.92 eV. As for the maximum force: 6.77 eV/Å. The calculation puts the HOMO-LUMO gap at 7.20 eV. The total energy comes out at -3524.20294 Ha.

ORCA input file:
```
! RIJCOSX wB97M-V def2-TZVPD def2/J DEFGRID3
* xyz 0 1
Ag 0.458 0.444 1.160
Br 0.561 3.003 2.506
C 2.294 -3.318 2.694
C 1.523 -2.168 2.054
C 0.276 -2.721 1.385
O -0.560 -1.746 0.784
C -1.982 -2.148 0.571
N 1.331 -1.038 2.907
H 2.255 -4.192 2.044
H 1.816 -3.681 3.603
H 3.327 -2.984 2.793
H 2.013 -1.856 1.131
H -0.283 -3.281 2.134
H 0.490 -3.460 0.613
H -2.458 -2.416 1.515
H -2.014 -2.927 -0.190
H -2.634 -1.379 0.159
H 0.792 -1.264 3.731
H 2.244 -1.079 3.338
C -1.186 3.204 -1.153
C -2.060 1.930 -0.905
C -2.862 1.469 -2.178
O -3.616 2.610 -2.643
C -4.091 2.413 -3.985
N -1.115 0.924 -0.587
H -0.294 2.910 -1.706
H -0.723 3.500 -0.212
H -1.597 4.089 -1.640
H -2.696 2.145 -0.046
H -3.558 0.641 -2.045
H -2.253 1.022 -2.963
H -4.505 1.409 -4.072
H -3.184 2.494 -4.585
H -4.728 3.213 -4.362
H -1.583 0.037 -0.711
H -0.323 0.933 -1.214
C 3.377 0.474 -0.144
O 2.228 0.684 -0.388
N 4.243 0.311 -1.036
N 3.862 0.391 1.131
H 4.016 0.554 -1.990
H 5.094 -0.172 -0.783
H 4.835 0.566 1.337
H 3.269 0.461 1.946
*
```

Results of the Löwdin charge analysis, in e, for atoms 1 through 5: 0.543 -0.547 -0.046 -0.485 -0.220



No. 3
This record from the OMol25 dataset describes C9H26B2LiNO as an isolated structure in a non-equilibrium geometry. The level of theory is wB97M-V/def2-TZVPD.

The value obtained for the energy above the lowest of the compared OMol25 structures with the same formula, charge and spin is 58.2 kcal/mol. The HOMO energy comes out at 0.72 eV. As for the maximum force: 4.52 eV/Å. The calculation puts the HOMO-LUMO gap at 4.47 eV. The total energy comes out at -545.51401 Ha.

ORCA input file:
```
! RIJCOSX wB97M-V def2-TZVPD def2/J DEFGRID3
* xyz -2 1
Li 1.425 2.063 0.626
B 2.803 3.460 -0.347
H 2.445 3.023 -1.266
H 3.495 4.282 -0.450
H 1.961 3.851 0.204
H 3.232 2.659 0.235
B 1.006 2.528 2.741
H 1.055 3.473 3.260
H 0.764 1.769 3.469
H 0.256 2.658 1.976
H 1.957 2.210 2.341
C -1.987 1.124 -1.546
C -1.596 -0.042 -0.700
C -2.307 -1.324 -1.177
C -1.943 -2.576 -0.495
C -0.415 -2.872 -0.772
C 0.504 -1.667 -0.389
N -0.095 -0.350 -0.724
O 0.877 0.682 -0.940
C 1.830 -2.060 -1.113
C 0.735 -1.773 1.178
C -1.997 0.368 0.740
H -1.938 1.032 -2.631
H -1.198 1.872 -1.461
H -2.946 1.565 -1.275
H -2.063 -1.514 -2.223
H -3.378 -1.128 -1.126
H -2.441 -3.491 -0.816
H -2.011 -2.455 0.586
H -0.340 -3.102 -1.835
H -0.178 -3.758 -0.184
H 1.840 -1.783 -2.167
H 2.091 -3.118 -1.091
H 2.626 -1.474 -0.655
H -0.113 -2.209 1.707
H 0.830 -0.801 1.663
H 1.500 -2.504 1.437
H -1.831 1.435 0.889
H -1.404 -0.159 1.488
H -3.050 0.106 0.842
*
```

Results of the Löwdin charge analysis, in e, for atoms 1 through 5: 0.527 -0.466 -0.085 -0.093 -0.095



Question: Number 2 is which compound?
Answer: C9H26AgBrN4O3